13
Properties=species:S:1:pos:R:3 method="wB97M-V/def2-TZVPD" max_force_ev_per_a=3.68 multiplicity=1 de_lowest_kj_mol=413.2 lumo_ev="-2.832 / -2.828" energy_ha=-1293.25440 gap_ev="5.67 / 5.67"
C -0.27773 0.12628 2.72680
P -0.74839 0.87524 -0.69508
H -1.21958 1.95081 -1.67380
C 0.65035 -1.01098 -2.21350
H -0.09011 0.44027 3.74125
H 0.86792 -2.06462 -1.84359
H 0.19833 0.92857 2.13138
H 1.59935 -0.56017 -2.11398
S -2.03226 0.03782 2.25844
S 0.93735 1.67724 -0.00582
O -0.50983 -0.44469 -1.59038
H 0.08156 -0.79862 2.58619
H 0.54304 -1.15714 -3.30789

11
Properties=species:S:1:pos:R:3 method="wB97M-V/def2-TZVPD" max_force_ev_per_a=1.48 multiplicity=1 total_charge=-1 de_lowest_kj_mol=30.8 lumo_ev=4.141 energy_ha=-553.85221 gap_ev=7.00
C -0.85882 -1.03715 0.42191
H -0.98739 -1.17808 1.49349
O 0.98956 -0.32531 -1.10977
C 0.64285 -0.72735 0.20832
H -0.10692 3.62723 -0.22394
H 1.00234 0.66069 -0.95441
H -1.11802 -1.98169 -0.05481
H 0.92251 0.05963 0.91337
H -1.39312 -0.18277 0.01189
H 1.19323 -1.63164 0.50723
S -0.28621 2.71646 -1.21328

11
Properties=species:S:1:pos:R:3 method="wB97M-V/def2-TZVPD" max_force_ev_per_a=2.02 multiplicity=1 total_charge=-1 de_lowest_kj_mol=288.7 lumo_ev=3.997 energy_ha=-553.75397 gap_ev=4.57
H -1.50710 0.69291 -0.82514
H 0.89561 1.12481 1.91960
H -0.74510 1.64381 1.01511
H -2.38560 -0.94338 -0.53525
C -1.46577 -0.38669 -0.68668
H -0.94365 -0.87848 -1.51893
C 0.00184 0.93889 1.35156
O 2.52935 -0.68013 -0.66031
H 2.27434 0.21141 -0.33361
S -0.27669 -0.66694 0.72095
H 1.62278 -1.05622 -0.44730

12
Properties=species:S:1:pos:R:3 method="wB97M-V/def2-TZVPD" max_force_ev_per_a=1.76 multiplicity=1 total_charge=-1 de_lowest_kj_mol=107.0 lumo_ev=3.345 energy_ha=-952.02008 gap_ev=6.69
C 2.21545 1.02205 0.11034
S -2.48314 -0.88487 -0.27036
H 2.90389 1.61006 -0.54095
H 2.30918 -0.03196 -0.23879
C 2.72767 1.14309 1.56064
H 2.78584 2.21538 1.75216
H 0.02618 0.33178 -0.30195
S -0.47068 -0.94128 -0.73088
H 3.70583 0.67864 1.70841
H 1.98531 0.71913 2.23657
H -2.39796 -1.11154 1.05005
O 0.93136 1.49906 0.03036